Entry 1:
A cluster of 15 separate species, C66H141O36P3S12 in total. Source: the Open Molecules 2025 dataset; level of theory: ωB97M-V/def2-TZVPD.

Calculated values
F_max, eV/Å: 4.3
Net charge: 0
HOMO energy, eV: -10.1
LUMO, eV: -0.210
DFT total energy, eV: -302321.9063

CARTESIAN COORDINATES (ANGSTROEM)
C1 -18.657 -13.897 -11.719
C2 -19.492 -13.609 -10.476
C3 -19.697 -12.047 -10.273
S1 -18.030 -11.393 -10.656
O1 -17.227 -11.617 -9.460
O2 -18.172 -10.111 -11.319
C4 -17.553 -12.708 -11.833
H1 -19.365 -14.052 -12.533
H2 -18.191 -14.880 -11.638
H3 -18.885 -13.968 -9.645
H4 -20.433 -14.134 -10.313
H5 -19.917 -11.600 -9.304
H6 -20.263 -11.555 -11.064
H7 -16.500 -12.977 -11.744
H8 -17.532 -12.194 -12.794
C5 -15.888 -17.852 -23.666
C6 -16.709 -17.103 -22.632
C7 -18.169 -17.241 -23.122
S2 -18.315 -17.673 -24.915
O3 -18.882 -16.603 -25.671
O4 -18.824 -19.030 -25.211
C8 -16.462 -17.808 -25.066
H9 -15.857 -18.930 -23.506
H10 -14.808 -17.706 -23.680
H11 -16.492 -16.065 -22.384
H12 -16.461 -17.583 -21.686
H13 -18.869 -16.433 -22.912
H14 -18.560 -18.144 -22.653
H15 -16.138 -16.854 -25.481
H16 -16.212 -18.621 -25.747
C9 -11.870 -13.008 -9.491
C10 -11.682 -11.659 -8.786
C11 -11.799 -10.514 -9.738
S3 -11.158 -11.166 -11.362
O5 -9.832 -10.639 -11.659
O6 -12.244 -11.003 -12.362
C12 -10.959 -12.987 -10.696
H17 -12.945 -13.043 -9.667
H18 -11.582 -13.823 -8.826
H19 -10.768 -11.705 -8.193
H20 -12.442 -11.518 -8.017
H21 -11.318 -9.561 -9.516
H22 -12.865 -10.405 -9.935
H23 -9.898 -13.043 -10.450
H24 -11.020 -13.719 -11.501
C13 -19.322 -22.320 -19.555
C14 -18.835 -23.485 -18.691
C15 -18.461 -24.707 -19.618
S4 -18.372 -24.160 -21.391
O7 -18.975 -25.062 -22.351
O8 -17.098 -23.559 -21.745
C16 -19.548 -22.727 -21.024
H25 -18.614 -21.506 -19.397
H26 -20.255 -21.906 -19.171
H27 -19.532 -23.784 -17.909
H28 -17.888 -23.134 -18.280
H29 -19.266 -25.440 -19.671
H30 -17.570 -25.328 -19.519
H31 -20.539 -23.153 -21.177
H32 -19.422 -21.938 -21.766
C17 -6.050 -26.314 -5.759
C18 -5.738 -24.964 -4.955
C19 -6.592 -23.852 -5.604
S5 -8.213 -24.674 -5.757
O9 -8.811 -24.339 -7.058
O10 -8.944 -24.443 -4.541
C20 -7.551 -26.430 -5.787
H33 -5.565 -27.220 -5.395
H34 -5.812 -26.232 -6.819
H35 -4.682 -24.699 -5.014
H36 -6.030 -25.062 -3.910
H37 -6.189 -23.655 -6.598
H38 -6.690 -22.884 -5.112
H39 -7.962 -26.770 -6.737
H40 -7.994 -27.021 -4.985
C21 -19.604 -19.344 -6.775
C22 -18.432 -18.913 -7.650
C23 -18.524 -19.626 -8.952
S6 -18.906 -21.362 -8.473
O11 -17.620 -22.004 -8.167
O12 -19.873 -21.894 -9.393
C24 -19.755 -20.855 -6.928
H41 -20.573 -18.927 -7.049
H42 -19.426 -18.969 -5.767
H43 -17.489 -19.175 -7.170
H44 -18.344 -17.830 -7.743
H45 -17.599 -19.588 -9.529
H46 -19.343 -19.242 -9.560
H47 -19.195 -21.467 -6.220
H48 -20.759 -21.281 -6.921
C25 -12.689 -18.007 -3.673
C26 -13.829 -17.038 -3.644
C27 -14.773 -17.540 -2.401
S7 -14.652 -19.384 -2.319
O13 -15.874 -20.005 -2.860
O14 -14.047 -19.881 -1.051
C28 -13.266 -19.396 -3.624
H49 -11.985 -17.891 -2.849
H50 -12.133 -17.755 -4.576
H51 -14.241 -16.963 -4.651
H52 -13.426 -16.048 -3.431
H53 -15.776 -17.133 -2.278
H54 -14.270 -17.156 -1.513
H55 -13.719 -19.768 -4.543
H56 -12.577 -20.203 -3.375
C29 -10.741 -22.021 -20.612
C30 -10.349 -20.759 -19.817
C31 -11.088 -20.712 -18.548
S8 -12.760 -21.628 -18.870
O15 -13.796 -20.633 -19.034
O16 -12.906 -22.812 -18.014
C32 -12.274 -22.228 -20.570
H57 -10.347 -22.897 -20.098
H58 -10.312 -22.175 -21.602
H59 -10.725 -19.887 -20.353
H60 -9.262 -20.722 -19.744
H61 -11.221 -19.831 -17.920
H62 -10.618 -21.401 -17.846
H63 -12.762 -21.560 -21.280
H64 -12.611 -23.265 -20.588
C33 -8.483 -11.713 -19.282
C34 -8.084 -12.180 -17.926
C35 -6.608 -12.688 -17.969
S9 -6.643 -13.747 -19.510
O17 -7.353 -15.007 -19.292
O18 -5.391 -13.692 -20.231
C36 -7.842 -12.623 -20.384
H65 -8.218 -10.679 -19.500
H66 -9.564 -11.842 -19.340
H67 -8.783 -12.950 -17.601
H68 -8.162 -11.497 -17.081
H69 -6.138 -13.240 -17.155
H70 -6.022 -11.853 -18.352
H71 -8.486 -13.167 -21.075
H72 -7.166 -12.083 -21.047
C37 -12.191 -25.060 -12.287
C38 -12.020 -26.353 -13.067
C39 -11.671 -27.498 -12.125
S10 -12.911 -27.307 -10.715
O19 -12.214 -27.471 -9.437
O20 -14.087 -28.105 -11.003
C40 -13.268 -25.469 -11.154
H73 -12.610 -24.205 -12.818
H74 -11.244 -24.793 -11.817
H75 -11.442 -26.193 -13.977
H76 -12.960 -26.572 -13.572
H77 -10.620 -27.415 -11.849
H78 -11.797 -28.549 -12.385
H79 -13.279 -24.826 -10.274
H80 -14.263 -25.317 -11.571
C41 -15.380 -7.448 -19.572
C42 -14.406 -8.010 -18.511
C43 -14.632 -9.505 -18.291
S11 -16.464 -9.753 -18.647
O21 -17.037 -9.943 -17.315
O22 -16.608 -10.765 -19.640
C44 -16.782 -8.056 -19.294
H81 -15.034 -7.685 -20.578
H82 -15.285 -6.362 -19.554
H83 -14.761 -7.596 -17.567
H84 -13.381 -7.733 -18.758
H85 -14.502 -9.913 -17.288
H86 -14.049 -10.067 -19.021
H87 -17.189 -7.461 -18.476
H88 -17.500 -8.166 -20.107
C45 -24.073 -19.822 -10.685
C46 -24.335 -20.510 -12.005
C47 -24.117 -19.461 -13.108
S12 -24.754 -17.921 -12.340
O23 -26.076 -17.675 -12.814
O24 -23.772 -16.850 -12.495
C48 -24.874 -18.542 -10.620
H89 -23.059 -19.520 -10.423
H90 -24.407 -20.437 -9.850
H91 -25.357 -20.889 -12.001
H92 -23.752 -21.429 -12.059
H93 -24.702 -19.570 -14.021
H94 -23.047 -19.312 -13.249
H95 -25.936 -18.755 -10.493
H96 -24.562 -17.862 -9.827
C49 0.773 -22.391 -14.491
C50 -0.629 -22.414 -13.746
O25 -0.282 -22.083 -12.408
P1 -0.760 -23.033 -11.176
O26 -0.493 -24.469 -11.333
O27 -0.258 -22.353 -9.795
C51 -0.426 -23.087 -8.531
C52 0.407 -24.300 -8.159
O28 -2.393 -22.668 -11.078
C53 -3.254 -23.094 -12.027
C54 -4.595 -23.422 -11.364
H97 1.101 -21.354 -14.418
H98 1.579 -22.942 -14.007
H99 0.673 -22.755 -15.514
H100 -1.166 -21.585 -14.208
H101 -1.081 -23.363 -14.035
H102 -0.324 -22.419 -7.676
H103 -1.479 -23.270 -8.321
H104 -0.130 -24.944 -7.463
H105 0.633 -24.807 -9.098
H106 1.325 -24.099 -7.607
H107 -3.467 -22.432 -12.867
H108 -3.011 -24.073 -12.440
H109 -4.427 -24.183 -10.603
H110 -4.843 -22.562 -10.742
H111 -5.407 -23.743 -12.017
C55 -12.839 -19.303 -10.604
C56 -11.945 -18.995 -11.889
O29 -12.676 -19.031 -13.090
P2 -13.773 -17.894 -13.646
O30 -14.458 -17.193 -12.519
O31 -12.920 -16.956 -14.709
C57 -13.540 -15.869 -15.300
C58 -14.262 -16.445 -16.536
O32 -14.702 -18.784 -14.593
C59 -15.462 -19.906 -14.195
C60 -16.887 -19.398 -14.217
H112 -13.862 -18.944 -10.717
H113 -12.874 -20.374 -10.401
H114 -12.333 -18.792 -9.786
H115 -11.301 -18.116 -11.862
H116 -11.212 -19.802 -11.909
H117 -14.159 -15.338 -14.576
H118 -12.848 -15.073 -15.575
H119 -14.447 -15.719 -17.328
H120 -13.713 -17.296 -16.938
H121 -15.249 -16.763 -16.201
H122 -15.283 -20.865 -14.681
H123 -15.233 -20.113 -13.150
H124 -17.080 -19.144 -15.259
H125 -17.564 -20.059 -13.676
H126 -16.877 -18.453 -13.673
C61 -2.069 -17.038 -11.064
C62 -3.385 -17.835 -11.245
O33 -4.235 -16.904 -11.765
P3 -5.754 -17.224 -12.136
O34 -6.532 -16.181 -12.841
O35 -5.772 -18.680 -12.936
C63 -6.079 -18.806 -14.333
C64 -4.856 -18.217 -15.056
O36 -6.391 -17.651 -10.680
C65 -6.313 -16.860 -9.530
C66 -6.264 -17.931 -8.329
H127 -1.751 -16.569 -11.995
H128 -2.239 -16.171 -10.427
H129 -1.202 -17.593 -10.703
H130 -3.256 -18.686 -11.914
H131 -3.731 -18.331 -10.339
H132 -6.234 -19.864 -14.544
H133 -6.949 -18.157 -14.432
H134 -3.987 -18.841 -14.848
H135 -4.979 -18.250 -16.138
H136 -4.787 -17.181 -14.724
H137 -5.341 -16.419 -9.308
H138 -7.035 -16.048 -9.455
H139 -6.948 -18.768 -8.474
H140 -5.307 -18.453 -8.325
H141 -6.264 -17.346 -7.410

=====

Entry 2:
A structure of composition C7H10. Source: the Open Molecules 2025 dataset; level of theory: ωB97M-V/def2-TZVPD.

Calculated values
F_max, eV/Å: 4.9
Net charge: 0
HOMO energy, eV: -7.4
LUMO, eV: -0.422
DFT total energy, eV: -7414.8708

CARTESIAN COORDINATES (ANGSTROEM)
C1 1.357 0.785 0.382
C2 2.320 1.274 -0.452
C3 0.800 -1.424 -0.666
C4 0.540 -0.346 0.177
C5 -0.615 -1.222 0.630
C6 -1.848 -0.784 0.291
C7 -2.040 0.692 0.152
H1 1.364 1.559 1.154
H2 2.421 2.345 -0.531
H3 2.790 0.581 -1.142
H4 0.140 -1.837 -1.404
H5 1.873 -1.558 -0.861
H6 -0.244 -1.932 1.353
H7 -2.571 -1.488 0.689
H8 -3.080 0.922 -0.091
H9 -1.464 1.111 -0.676
H10 -1.743 1.321 0.996

=====

Entry 3:
A structure of composition C40H72I2NO16S7Si. Source: the Open Molecules 2025 dataset; level of theory: ωB97M-V/def2-TZVPD.

Calculated values
F_max, eV/Å: 1.7
Net charge: +1
HOMO energy, eV: -11.3
LUMO, eV: -4.283
DFT total energy, eV: -176815.9142

CARTESIAN COORDINATES (ANGSTROEM)
C1 -3.699 2.213 -3.632
C2 -3.360 3.491 -2.871
I1 -1.600 3.455 -1.718
C3 -4.136 4.570 -2.962
I2 -3.728 6.389 -1.962
N1 -5.307 4.456 -3.816
C4 -6.414 3.983 -3.227
C5 -7.566 3.825 -3.918
C6 -7.573 4.155 -5.265
C7 -8.788 3.990 -6.167
O1 -9.786 4.652 -6.084
O2 -8.640 3.045 -7.136
C8 -6.414 4.638 -5.843
C9 -5.252 4.809 -5.115
Si1 -3.746 5.556 -6.061
C10 -3.796 7.440 -5.800
C11 -3.908 5.254 -7.913
C12 -2.055 4.961 -5.485
H1 -3.005 1.405 -3.406
H2 -3.626 2.448 -4.705
H3 -4.741 1.925 -3.465
H4 -6.360 3.728 -2.175
H5 -8.461 3.424 -3.455
H6 -8.002 2.382 -6.837
H7 -6.427 4.897 -6.897
H8 -4.551 7.852 -6.476
H9 -4.031 7.615 -4.749
H10 -2.798 7.801 -6.066
H11 -4.813 5.766 -8.266
H12 -3.919 4.201 -8.208
H13 -3.058 5.739 -8.406
H14 -1.965 3.880 -5.342
H15 -1.872 5.405 -4.498
H16 -1.308 5.316 -6.201
C13 -2.945 -1.695 1.961
C14 -3.456 -0.273 2.206
C15 -2.619 0.670 1.336
S1 -2.080 -0.301 -0.077
O3 -0.644 -0.426 -0.029
O4 -2.762 0.167 -1.270
C16 -2.815 -1.838 0.447
H17 -3.620 -2.443 2.376
H18 -1.968 -1.821 2.435
H19 -4.507 -0.210 1.913
H20 -3.393 0.002 3.258
H21 -3.199 1.522 0.985
H22 -1.729 1.017 1.860
H23 -2.182 -2.670 0.144
H24 -3.790 -1.919 -0.025
C17 -2.054 -3.510 -4.288
C18 -3.353 -3.010 -4.931
C19 -4.519 -3.686 -4.200
S2 -3.926 -4.025 -2.539
O5 -3.872 -5.453 -2.352
O6 -4.605 -3.160 -1.602
C20 -2.268 -3.414 -2.777
H25 -1.196 -2.927 -4.602
H26 -1.880 -4.550 -4.575
H27 -3.422 -1.925 -4.812
H28 -3.385 -3.224 -6.000
H29 -5.393 -3.041 -4.144
H30 -4.788 -4.635 -4.660
H31 -1.572 -4.014 -2.193
H32 -2.241 -2.377 -2.440
C21 3.122 -3.450 -0.461
C22 3.179 -4.713 -1.331
C23 1.743 -5.042 -1.759
S3 0.865 -3.476 -1.785
O7 -0.152 -3.506 -0.759
O8 0.566 -3.122 -3.151
C24 2.223 -2.473 -1.207
H33 4.104 -3.030 -0.294
H34 2.686 -3.691 0.513
H35 3.790 -4.519 -2.215
H36 3.630 -5.551 -0.799
H37 1.706 -5.489 -2.751
H38 1.248 -5.693 -1.041
H39 1.843 -1.669 -0.579
H40 2.727 -2.062 -2.082
C25 7.566 -1.731 3.372
C26 7.643 -2.991 2.499
C27 6.209 -3.323 2.055
S4 5.319 -1.765 2.023
O9 4.290 -1.801 3.032
O10 5.032 -1.401 0.655
C28 6.666 -0.755 2.618
H41 8.547 -1.306 3.553
H42 7.121 -1.977 4.338
H43 8.260 -2.792 1.625
H44 8.089 -3.828 3.028
H45 6.185 -3.768 1.062
H46 5.710 -3.978 2.768
H47 6.275 0.044 3.243
H48 7.177 -0.339 1.749
C29 -2.110 -4.629 6.375
C30 -2.956 -4.202 7.581
C31 -3.312 -2.722 7.391
S5 -3.331 -2.436 5.619
O11 -2.264 -1.523 5.286
O12 -4.687 -2.208 5.182
C32 -2.835 -4.088 5.146
H49 -1.994 -5.711 6.324
H50 -1.114 -4.185 6.446
H51 -3.869 -4.799 7.614
H52 -2.428 -4.360 8.520
H53 -4.291 -2.483 7.801
H54 -2.558 -2.068 7.826
H55 -2.207 -4.043 4.259
H56 -3.740 -4.659 4.939
C33 13.042 -3.125 5.170
C34 13.088 -4.378 4.288
C35 11.650 -4.685 3.849
S6 10.786 -3.111 3.835
O13 9.765 -3.139 4.853
O14 10.500 -2.737 2.473
C36 12.156 -2.127 4.430
H57 14.036 -2.719 5.348
H58 12.599 -3.371 6.138
H59 13.706 -4.181 3.409
H60 13.526 -5.226 4.812
H61 11.613 -5.120 2.853
H62 11.144 -5.337 4.559
H63 11.784 -1.326 5.064
H64 12.667 -1.713 3.561
C37 -2.145 6.637 3.000
C38 -1.007 5.688 2.603
C39 -0.342 6.270 1.350
S7 -0.590 8.048 1.429
O15 -1.444 8.442 0.334
O16 0.668 8.698 1.677
C40 -1.558 8.043 2.933
H65 -2.531 6.412 3.994
H66 -2.970 6.542 2.288
H67 -0.279 5.634 3.415
H68 -1.369 4.676 2.422
H69 0.725 6.061 1.321
H70 -0.816 5.907 0.438
H71 -2.313 8.825 2.886
H72 -0.878 8.227 3.764

=====

Entry 4:
An isolated molecule of C5H4O. Source: the Open Molecules 2025 dataset; level of theory: ωB97M-V/def2-TZVPD.

Calculated values
F_max, eV/Å: 3.1
Net charge: 0
HOMO energy, eV: -9.4
LUMO, eV: 0.644
DFT total energy, eV: -7293.0809

CARTESIAN COORDINATES (ANGSTROEM)
C1 1.658 3.036 -0.046
C2 1.106 1.951 -0.077
C3 0.458 0.743 -0.047
C4 -0.017 -0.368 0.010
C5 -0.588 -1.709 0.140
O1 -1.611 -1.964 -0.733
H1 2.120 4.031 0.118
H2 -0.888 -1.795 1.167
H3 0.214 -2.419 -0.113
H4 -2.452 -1.507 -0.419